C22H25N3O5PRh | wB97M-V/def2-TZVPD

Properties
Kohn-Sham gap (alpha / beta)	8.2 / 7.0	eV
LUMO energy (alpha / beta)	-6.5 / -8.1	eV
E	-1845.13259	Eh

ORCA input file:
```
! wB97M-V def2-TZVPD RIJCOSX def2/J DEFGRID3
* xyz 2 5
Rh 13.115 8.803 9.241
O 18.918 5.100 6.646
C 18.075 4.676 5.979
O 17.269 4.282 5.246
C 17.327 7.493 7.417
C 16.974 6.890 8.588
C 15.821 7.385 9.167
N 15.116 8.339 8.522
C 15.556 8.958 7.401
C 16.665 8.442 6.761
C 14.724 10.170 7.035
C 14.992 10.811 5.840
C 14.229 11.932 5.466
C 13.238 12.341 6.332
C 13.021 11.620 7.493
N 13.724 10.591 7.847
C 15.171 6.883 10.380
C 15.650 5.752 10.961
C 14.979 5.358 12.111
C 13.937 6.072 12.616
C 13.526 7.208 11.894
N 14.153 7.632 10.809
H 17.737 6.329 9.094
H 17.175 9.045 6.064
H 15.839 10.445 5.195
H 14.331 12.521 4.558
H 12.667 13.229 6.159
H 12.188 11.886 8.165
H 16.478 5.212 10.529
H 15.349 4.497 12.609
H 13.386 5.771 13.511
H 12.702 7.820 12.230
C 9.460 10.552 6.156
C 10.280 9.572 6.898
O 9.917 9.715 8.339
P 10.697 9.068 9.527
O 9.929 7.688 9.729
C 8.448 7.482 9.444
C 8.015 6.108 9.956
O 10.549 10.033 10.753
C 9.316 10.731 11.230
C 9.752 11.613 12.363
H 9.688 10.546 5.058
H 9.637 11.556 6.492
H 8.381 10.224 6.265
H 11.360 9.764 6.717
H 10.025 8.542 6.540
H 8.355 7.683 8.364
H 7.981 8.322 9.954
H 8.699 5.279 9.664
H 7.068 5.905 9.525
H 7.764 6.113 11.039
H 8.561 10.006 11.531
H 8.842 11.332 10.422
H 10.192 11.060 13.172
H 8.977 12.358 12.543
H 10.594 12.148 11.993
*
```



C22H25N3O5S | wB97M-V/def2-TZVPD

Properties
structure (SMILES)	CCOc1ccccc1NC(=O)CN(c1ccc(C)cc1)S(=O)(=O)c1c(C)noc1C
Kohn-Sham gap	8.9	eV
LUMO energy	0.6	eV
energy above the lowest of the compared OMol25 structures with the same formula, charge and spin	344.8	kJ/mol
E	-1791.97251	Eh

ORCA input file:
```
! wB97M-V def2-TZVPD RIJCOSX def2/J DEFGRID3
* xyz 0 1
C 3.100 -2.614 2.420
C 1.683 -2.052 2.370
O 1.163 -1.961 1.053
C 0.758 -3.102 0.402
C 0.727 -4.373 0.952
C 0.289 -5.451 0.197
C -0.121 -5.271 -1.109
C -0.106 -4.005 -1.670
C 0.323 -2.917 -0.927
N 0.340 -1.612 -1.425
C -0.212 -1.121 -2.557
O -0.711 -1.768 -3.450
C -0.129 0.410 -2.624
N -0.166 1.002 -1.305
C -1.414 1.012 -0.618
C -2.506 1.717 -1.105
C -3.682 1.752 -0.381
C -3.793 1.091 0.838
C -2.694 0.389 1.314
C -1.511 0.348 0.598
H -0.665 -0.202 0.981
H -2.761 -0.134 2.257
C -5.079 1.126 1.605
H -5.533 2.114 1.554
H -4.920 0.863 2.648
H -5.784 0.413 1.179
H -4.527 2.306 -0.763
H -2.423 2.251 -2.038
S 0.678 2.439 -1.082
O 1.857 2.370 -1.890
O -0.170 3.590 -1.201
C 1.101 2.232 0.616
C 0.444 2.710 1.720
O 1.049 2.234 2.813
N 2.096 1.444 2.450
C 2.149 1.426 1.146
C 3.157 0.664 0.377
H 4.091 0.622 0.930
H 3.306 1.137 -0.590
H 2.802 -0.354 0.218
C -0.733 3.592 1.853
H -0.544 4.357 2.603
H -1.599 3.011 2.169
H -0.941 4.048 0.889
H 0.828 0.698 -3.068
H -0.934 0.762 -3.280
H 0.686 -0.919 -0.772
H -0.434 -3.845 -2.683
H -0.456 -6.112 -1.696
H 0.274 -6.434 0.645
H 1.035 -4.542 1.971
H 1.007 -2.641 3.002
H 1.689 -1.020 2.733
H 3.143 -3.615 1.998
H 3.776 -1.975 1.859
H 3.433 -2.651 3.453
*
```



C22H25N7O2S | wB97M-V/def2-TZVPD

Properties
structure (SMILES)	C[C@H](c1nnc(SCC(=O)Nc2ccc3[nH]c(=O)[nH]c3c2)n1Cc1ccccc1)N(C)C
Kohn-Sham gap	8.2	eV
LUMO energy	0.4	eV
energy above the lowest of the compared OMol25 structures with the same formula, charge and spin	27.4	kJ/mol
E	-1785.36802	Eh

ORCA input file:
```
! wB97M-V def2-TZVPD RIJCOSX def2/J DEFGRID3
* xyz 0 1
C 4.381 1.380 -3.715
H 5.375 1.160 -3.339
H 3.999 0.486 -4.198
H 4.448 2.189 -4.439
C 3.475 1.784 -2.547
C 3.337 0.641 -1.595
N 3.764 -0.576 -1.784
N 3.491 -1.302 -0.692
C 2.887 -0.513 0.154
N 2.754 0.743 -0.361
C 2.049 1.847 0.237
C 0.623 1.478 0.575
C -0.144 0.751 -0.326
C -1.459 0.439 -0.034
C -2.024 0.858 1.158
C -1.261 1.575 2.064
C 0.058 1.880 1.777
H 0.651 2.436 2.488
H -1.695 1.896 3.000
H -3.053 0.623 1.382
H -2.043 -0.132 -0.739
H 0.290 0.428 -1.260
H 2.578 2.169 1.140
H 2.047 2.660 -0.495
S 2.376 -0.946 1.760
C 1.835 -2.658 1.424
C 0.337 -2.689 1.149
O -0.121 -3.112 0.113
N -0.382 -2.205 2.196
C -1.768 -2.074 2.328
C -2.647 -2.527 1.346
C -3.995 -2.346 1.577
C -4.473 -1.738 2.752
C -3.598 -1.299 3.726
C -2.244 -1.476 3.497
H -1.535 -1.137 4.239
H -3.952 -0.834 4.632
N -5.848 -1.714 2.655
C -6.258 -2.287 1.467
O -7.391 -2.424 1.078
N -5.099 -2.664 0.819
H -5.089 -3.122 -0.076
H -6.487 -1.352 3.341
H -2.278 -2.991 0.449
H 0.149 -1.823 2.967
H 2.080 -3.250 2.306
H 2.397 -3.008 0.560
N 2.134 2.248 -2.903
C 2.109 3.581 -3.466
H 2.642 4.267 -2.808
H 1.070 3.904 -3.534
H 2.553 3.640 -4.470
C 1.401 1.313 -3.736
H 0.342 1.570 -3.694
H 1.722 1.335 -4.786
H 1.537 0.303 -3.355
H 3.952 2.613 -2.003
*
```



C22H26AuClN5O4 | wB97M-V/def2-TZVPD

Properties
Kohn-Sham gap (alpha / beta)	5.7 / 5.7	eV
LUMO energy (alpha / beta)	-5.5 / -5.5	eV
E	-2024.00404	Eh

ORCA input file:
```
! wB97M-V def2-TZVPD RIJCOSX def2/J DEFGRID3
* xyz 1 1
Au 2.269 -0.220 -0.490
C -3.416 -1.040 -1.068
C -3.865 0.101 -0.210
C -5.072 0.745 -0.464
C -5.506 1.801 0.316
C -4.741 2.239 1.387
C -3.537 1.617 1.660
C -3.097 0.563 0.864
N -1.846 -0.055 1.177
C -0.698 0.199 0.500
N -0.847 0.962 -0.603
C -0.067 1.243 -1.717
C 1.244 0.801 -1.909
C 1.855 1.004 -3.132
C 1.188 1.664 -4.156
C -0.072 2.194 -3.922
C -0.714 2.021 -2.712
C -2.067 2.633 -2.477
N 0.470 -0.140 0.980
C 0.689 -1.019 2.004
C 0.077 -2.288 2.032
C 0.476 -3.226 2.951
C 1.456 -2.904 3.895
C 2.013 -1.637 3.921
C 1.658 -0.677 2.989
C 2.200 0.707 3.065
H -4.274 -1.633 -1.374
H -2.715 -1.682 -0.542
H -2.931 -0.683 -1.977
H -5.682 0.390 -1.281
H -6.450 2.275 0.092
H -5.081 3.054 2.007
H -2.925 1.943 2.490
H -1.744 -0.442 2.107
H -1.801 1.308 -0.690
H 2.866 0.656 -3.287
H 1.655 1.785 -5.122
H -0.572 2.747 -4.701
H -2.309 3.303 -3.299
H -2.083 3.222 -1.558
H -2.854 1.878 -2.427
H -0.634 -2.541 1.261
H 0.064 -4.222 2.924
H 1.770 -3.644 4.612
H 2.746 -1.392 4.675
H 3.279 0.685 3.191
H 1.784 1.224 3.931
H 1.954 1.271 2.172
N 5.306 0.229 -2.058
N 4.597 -0.635 -1.200
H 5.877 -0.253 -2.744
H 5.858 0.895 -1.531
H 5.030 -0.788 -0.290
H 4.458 -1.561 -1.611
O 1.773 -2.682 -0.486
Cl 2.952 -2.981 0.273
O 4.004 -3.312 -0.609
O 2.702 -3.965 1.229
O 3.328 -1.733 0.942
*
```